Entry 1:
Entry from the OMol25 dataset: C70H57N6O9PS as an isolated structure at a distorted geometry (ωB97M-V/def2-TZVPD).

Geometry as XYZ:
```
144
Properties=species:S:1:pos:R:3:forces:R:3:lowdin_charge:R:1
C 2.5754 0.9549 0.9806 0.4 -0.6 0.3 -0.1039
C 3.6146 1.2788 -0.1199 -0.7 1.2 0.8 -0.2080
C 4.1961 2.7252 0.1352 -0.8 -0.5 -1.1 -0.1832
N 5.6842 2.7866 0.1109 -0.4 -0.6 1.0 0.0176
C 6.1944 2.5185 1.4140 -0.1 0.2 -0.5 -0.2394
C 6.8248 1.3631 1.7973 -0.1 -0.9 0.0 -0.1764
P 7.0993 0.0121 0.5540 1.5 -0.5 0.9 0.7709
N 8.2656 -0.9742 0.9048 -0.1 0.1 -0.5 -0.2934
C 7.2888 1.1535 3.1841 0.0 1.1 0.4 -0.2243
N 7.9554 0.0037 3.6059 -0.7 -0.2 -0.5 0.0054
C 7.1588 -1.2374 3.7359 0.3 -0.4 -0.2 -0.2458
C 5.6382 -1.1039 3.5254 0.2 -0.9 0.1 -0.0909
C 7.0922 2.1650 4.1044 0.7 0.2 0.8 -0.1113
C 7.5186 2.1027 5.5798 -0.5 -0.5 -0.3 -0.0775
C 6.3329 1.5582 6.4243 0.1 1.2 0.2 -0.3625
O 6.2542 0.1351 6.3578 -0.2 0.3 -0.1 -0.0423
C 6.3758 2.0159 7.9114 -0.6 -1.2 0.0 -0.2203
N 7.2411 1.1365 8.7191 0.1 0.5 -0.2 0.0005
C 6.4633 3.3888 3.7230 0.5 -1.0 -0.2 -0.3312
N 6.2559 4.4251 4.5476 -0.5 0.5 -1.5 -0.2036
S 5.5644 5.5394 3.5685 -0.2 0.1 0.4 1.0054
N 5.4712 4.7682 2.1651 0.4 -0.2 0.4 -0.2142
C 6.0245 3.5648 2.3746 -0.1 0.4 0.5 -0.3023
H 1.9357 1.8142 1.2263 0.1 -0.2 -0.3 0.0721
H 1.9401 0.0918 0.7303 0.1 0.3 0.0 0.0613
H 3.1060 0.6749 1.9073 -0.2 0.2 -0.2 0.0668
H 4.4407 0.5651 -0.0791 -0.4 -0.1 -0.3 0.0458
H 3.0744 1.2696 -1.0749 0.6 -0.2 0.0 0.0953
H 3.7585 3.0702 1.0761 0.6 0.2 -0.1 0.0960
H 3.8004 3.3786 -0.6569 0.2 0.0 0.3 0.1094
H 5.9958 2.0408 -0.5014 0.0 0.3 -0.2 0.0452
H 7.3730 0.6489 -0.6835 -0.8 0.1 0.1 0.0179
H 5.8820 -0.7167 0.4794 0.0 0.7 -0.3 -0.0018
H 8.9916 -0.9817 0.1980 0.0 0.0 0.2 -0.0355
H 8.5553 0.1766 4.3930 -0.3 0.0 0.1 0.1003
H 7.3511 -1.6621 4.7292 -0.1 0.2 -0.2 0.1040
H 7.5423 -1.9527 2.9912 -0.2 0.2 0.2 0.0779
H 5.1592 -0.2975 4.0876 0.2 0.1 -0.4 0.0603
H 5.1870 -2.0439 3.8877 0.1 0.3 -0.1 0.0836
H 5.4036 -1.0784 2.4541 -0.2 0.4 0.4 0.0316
H 8.4300 1.5096 5.7338 -0.3 0.0 0.0 0.1135
H 7.7437 3.1177 5.9330 -0.1 -0.3 -0.2 0.1094
H 5.4244 1.9942 5.9723 0.2 -0.1 0.1 0.1411
H 5.3177 -0.0669 6.2553 0.2 -0.2 0.1 0.0928
H 5.3537 1.8779 8.3053 0.3 0.2 -0.1 0.1110
H 6.6156 3.0800 8.0290 0.2 -0.3 -0.2 0.1099
H 6.7357 0.2788 8.9101 0.1 0.1 -0.1 0.0583
H 8.0206 0.8555 8.1283 0.1 0.0 0.3 0.0585
C -0.8957 -2.7772 5.2388 0.0 0.0 0.0 -0.0573
C -2.0114 -3.5783 5.4618 0.1 0.0 0.0 -0.0547
C -2.5584 -4.3131 4.4229 0.0 0.0 0.2 0.0009
C -1.9995 -4.2420 3.1529 0.1 0.1 0.0 -0.0810
C -0.8941 -3.4199 2.9239 -0.1 -0.1 0.0 -0.0838
C -0.3386 -2.6974 3.9735 0.0 0.1 0.2 -0.0028
C -0.3112 -3.2928 1.5609 0.3 0.2 0.0 -0.2856
O 0.6526 -2.5800 1.3638 0.0 0.0 0.0 0.0942
C -0.9396 -4.0491 0.4453 -0.1 -0.1 0.0 -0.0903
C -0.4463 -3.8986 -0.8449 0.0 0.0 -0.2 -0.0049
C -1.0167 -4.6049 -1.8913 -0.1 0.0 0.0 -0.0547
C -2.0763 -5.4746 -1.6514 0.0 0.1 0.0 -0.0529
C -2.5753 -5.6252 -0.3679 -0.1 -0.1 -0.2 0.0001
C -2.0166 -4.9069 0.6823 0.1 0.1 0.0 -0.0832
C -2.5866 -5.0504 2.0498 -0.3 -0.2 0.1 -0.2775
O -3.5131 -5.8050 2.2599 0.0 0.0 0.0 0.1102
H -0.4645 -2.2106 6.0544 0.0 0.0 0.0 0.1070
H -2.4528 -3.6297 6.4489 0.0 0.0 0.0 0.1081
H -3.4228 -4.9395 4.5984 0.0 0.0 -0.1 0.1217
H 0.5259 -2.0701 3.7997 0.0 0.0 -0.1 0.1187
H 0.3789 -3.2253 -1.0367 0.0 0.0 0.2 0.1213
H -0.6358 -4.4800 -2.8969 0.0 0.0 0.0 0.1088
H -2.5160 -6.0309 -2.4693 0.0 0.0 0.0 0.1088
H -3.4029 -6.2973 -0.1830 0.0 0.1 0.1 0.1218
C -0.9449 5.5134 -6.1246 0.1 0.0 0.0 -0.0502
C -1.0063 4.8500 -4.9034 0.0 0.0 0.0 -0.0514
C 0.1126 4.1998 -4.4096 -0.2 0.0 0.1 0.0015
C 1.2948 4.1994 -5.1390 0.0 0.0 -0.1 -0.0822
C 1.3492 4.8450 -6.3766 0.0 -0.1 0.1 -0.0837
C 0.2292 5.5105 -6.8600 -0.2 0.1 0.0 -0.0006
C 2.5908 4.8145 -7.1954 0.0 0.2 -0.3 -0.2776
O 2.6409 5.3783 -8.2692 0.0 0.0 0.0 0.1064
C 3.7689 4.0698 -6.6727 0.0 -0.1 0.1 -0.0815
C 4.9195 3.9817 -7.4469 0.2 0.0 -0.1 -0.0008
C 6.0272 3.3033 -6.9663 0.0 0.0 0.1 -0.0560
C 5.9938 2.7167 -5.7050 0.0 0.0 0.0 -0.0569
C 4.8478 2.7970 -4.9316 0.2 -0.1 0.0 -0.0026
C 3.7290 3.4646 -5.4153 0.0 0.1 -0.1 -0.0816
C 2.4932 3.5132 -4.5879 0.0 -0.1 0.3 -0.2739
O 2.4648 2.9987 -3.4873 0.0 0.0 0.0 0.0918
H -1.8180 6.0283 -6.5049 0.0 0.0 0.0 0.1087
H -1.9283 4.8413 -4.3361 0.0 0.0 0.0 0.1001
H 0.0653 3.6883 -3.4572 0.1 0.0 0.0 0.1160
H 0.2742 6.0219 -7.8124 0.1 -0.1 0.0 0.1205
H 4.9482 4.4403 -8.4264 -0.1 0.1 0.0 0.1210
H 6.9208 3.2318 -7.5732 0.0 0.0 0.0 0.1077
H 6.8632 2.1930 -5.3281 0.0 0.0 0.0 0.1069
H 4.8210 2.3367 -3.9527 -0.1 0.0 0.0 0.1150
C -5.8817 0.6277 -7.1603 0.0 -0.1 0.0 -0.0543
C -6.1212 -0.7269 -6.9522 0.0 0.1 0.0 -0.0550
C -5.6940 -1.3366 -5.7843 -0.1 -0.1 -0.1 0.0005
C -5.0151 -0.5971 -4.8234 0.0 0.1 0.0 -0.0786
C -4.7543 0.7572 -5.0429 0.0 -0.1 0.0 -0.0796
C -5.1995 1.3678 -6.2087 -0.1 0.0 -0.2 0.0004
C -3.9868 1.5538 -4.0475 0.1 0.3 0.0 -0.2713
O -3.7628 2.7321 -4.2373 0.0 0.0 0.0 0.0963
C -3.4924 0.8733 -2.8215 0.0 -0.1 0.0 -0.0791
C -2.7258 1.5838 -1.9061 0.1 0.0 0.1 0.0026
C -2.2710 0.9632 -0.7537 0.0 -0.1 0.0 -0.0438
C -2.5882 -0.3683 -0.5065 0.0 0.0 0.0 -0.0389
C -3.3473 -1.0822 -1.4190 0.1 -0.1 0.2 -0.0026
C -3.7933 -0.4689 -2.5819 0.0 0.1 -0.1 -0.0757
C -4.5770 -1.2590 -3.5665 -0.1 -0.3 0.1 -0.2577
O -4.8491 -2.4249 -3.3514 0.2 0.2 -0.1 0.0777
H -6.2242 1.1044 -8.0699 0.0 0.0 0.0 0.1084
H -6.6438 -1.3062 -7.7026 0.0 0.0 0.0 0.1082
H -5.8852 -2.3889 -5.6212 0.0 0.0 0.1 0.1207
H -5.0093 2.4199 -6.3740 0.1 0.0 0.1 0.1206
H -2.4812 2.6207 -2.0948 -0.1 0.0 -0.1 0.1161
H -1.6697 1.5172 -0.0440 0.0 0.0 0.0 0.1093
H -2.2384 -0.8498 0.3982 0.0 0.0 0.0 0.1072
H -3.5872 -2.1200 -1.2242 0.0 0.0 -0.1 0.1119
C -10.6375 -1.3055 4.3545 0.1 0.0 0.0 -0.0585
C -9.4419 -0.6099 4.5062 0.0 0.0 0.0 -0.0592
C -8.4312 -0.7535 3.5703 0.0 0.1 0.2 -0.0035
C -8.6062 -1.6022 2.4839 -0.1 -0.1 0.0 -0.0826
C -9.7969 -2.3180 2.3446 0.1 0.1 0.0 -0.0819
C -10.8145 -2.1577 3.2773 -0.1 0.0 0.2 -0.0023
C -9.9847 -3.2689 1.2140 -0.3 -0.2 -0.1 -0.2779
O -11.0221 -3.8878 1.0916 0.0 0.0 0.0 0.1043
C -8.8714 -3.4489 0.2451 0.1 0.1 0.0 -0.0846
C -9.0038 -4.3728 -0.7848 0.0 -0.1 -0.2 -0.0017
C -7.9778 -4.5397 -1.7013 0.0 0.1 0.1 -0.0476
C -6.8172 -3.7775 -1.5993 -0.2 -0.2 0.1 -0.0502
C -6.6798 -2.8600 -0.5714 0.1 -0.1 -0.1 0.0084
C -7.6987 -2.6982 0.3584 -0.1 0.0 0.0 -0.0789
C -7.5190 -1.7336 1.4759 0.3 0.2 0.0 -0.2761
O -6.5051 -1.0706 1.5684 0.0 0.0 0.0 0.1019
H -11.4299 -1.1852 5.0824 0.0 0.0 0.0 0.1068
H -9.3009 0.0465 5.3555 0.0 0.0 0.0 0.1065
H -7.5037 -0.2083 3.6860 0.0 -0.1 -0.1 0.1195
H -11.7424 -2.7022 3.1630 0.1 -0.1 -0.1 0.1204
H -9.9063 -4.9638 -0.8679 0.0 0.1 0.1 0.1199
H -8.0811 -5.2637 -2.4998 0.0 0.0 0.0 0.1072
H -6.0213 -3.9025 -2.3163 0.0 0.0 0.0 0.0832
H -5.7761 -2.2714 -0.4895 -0.1 0.1 0.1 0.1002
```
Positions in Å, forces in eV/Å.

The value obtained for the LUMO energy is -0.04493 hartree. The energy relative to the best compared isomer or geometry (same formula, charge and spin) comes out at 0.0 kcal/mol. As for the HOMO-LUMO gap: 0.23893 Eh. The value obtained for the energy is -121007.3914 eV. The calculation puts the maximum force at 1.81 eV/A.

Entry 2:
Entry from the OMol25 dataset: a 2-piece molecular cluster, C3H9NO overall at a distorted geometry (ωB97M-V/def2-TZVPD).

Geometry as XYZ:
```
14
Properties=species:S:1:pos:R:3:forces:R:3:lowdin_charge:R:1
C -2.9888 -0.2293 0.4625 1.1 1.9 -5.0 -0.0602
N -2.3732 0.3600 -0.5826 -0.5 -3.2 3.1 0.0005
H -2.5903 -1.1374 0.9306 0.2 1.0 0.5 0.0640
H -4.0093 0.1308 0.4838 -0.5 -0.9 1.1 0.0462
H -3.1032 0.7593 -1.1501 -0.2 1.2 0.2 0.0130
H 0.0727 1.1800 -0.3985 1.8 -1.2 0.9 0.0836
C 1.3645 -0.4032 -0.0232 -2.6 -0.8 -2.8 -0.3418
O 0.9505 0.9766 0.0627 -0.4 0.5 0.0 -0.1434
C 2.8553 -0.6466 0.1839 -2.0 2.2 -0.4 -0.0804
H 1.0608 -0.6816 -1.1139 0.6 -0.2 1.7 0.1264
H 0.7231 -1.0410 0.6218 0.4 0.4 0.0 0.0973
H 3.2982 -0.3391 -0.7197 0.9 0.3 -1.2 0.0500
H 3.0655 -1.6785 0.3084 0.3 -0.7 0.9 0.0657
H 3.1049 0.1499 0.8757 0.8 -0.7 0.9 0.0790
```
Positions in Å, forces in eV/Å.

The value obtained for the LUMO energy is 0.02141 hartree. The energy relative to the best compared isomer or geometry (same formula, charge and spin) comes out at 68.4 kcal/mol. As for the HOMO-LUMO gap: 0.37400 Eh. The value obtained for the energy is -6792.0892 eV. The calculation puts the maximum force at 5.44 eV/A.

Entry 3:
Entry from the OMol25 dataset: one molecule with the formula C6H10N2O3 at a distorted geometry (ωB97M-V/def2-TZVPD).

Geometry as XYZ:
```
21
Properties=species:S:1:pos:R:3:forces:R:3:lowdin_charge:R:1
C 2.0727 -1.2645 2.3582 1.0 0.7 -0.4 -0.0188
C 1.3264 0.0251 2.1800 -0.5 0.2 0.8 -0.4477
C 1.0811 0.5616 0.7454 1.5 0.8 0.7 -0.1005
C -0.9445 0.9029 -0.6492 0.4 1.1 0.3 -0.0872
C -0.7027 0.1922 -1.9964 -0.9 -0.7 -0.2 -0.4055
C -1.9108 0.3166 -2.9374 2.4 -0.7 -0.2 0.0003
H 1.3330 -2.0366 2.1736 0.1 -0.3 -0.1 0.0793
H 2.8747 -1.3049 1.5770 -0.5 -0.3 0.8 0.0944
H 2.4547 -1.3278 3.3911 -0.1 -0.1 -0.6 0.0931
H 1.2628 1.6481 0.7778 0.0 -0.3 0.0 0.1344
H 1.7670 0.1230 -0.0146 -0.7 0.1 0.4 0.1300
H -0.4483 1.8938 -0.7224 -0.5 -0.3 -0.2 0.1447
H -2.0104 1.0749 -0.4432 0.4 -0.2 -0.3 0.1315
H -1.6512 -0.1918 -3.8759 -0.1 0.6 0.1 0.0942
H -2.5954 -0.3160 -2.4372 -1.3 -0.4 0.5 0.0752
H -2.2338 1.3323 -3.0281 -0.5 0.5 -0.2 0.0775
N -0.3130 0.3339 0.5182 1.2 -0.2 -0.8 -0.1461
N -0.6581 -0.8578 0.9677 -1.6 0.3 -0.5 -0.0146
O 0.7916 0.5864 3.1150 0.6 -0.1 -0.7 0.0794
O 0.2465 -0.5117 -2.2417 -0.1 0.6 0.5 0.0942
O -1.7425 -1.1797 0.5420 -0.5 -1.2 0.1 -0.0078
```
Positions in Å, forces in eV/Å.

The value obtained for the LUMO energy is 0.02132 hartree. The energy relative to the best compared isomer or geometry (same formula, charge and spin) comes out at 94.0 kcal/mol. As for the HOMO-LUMO gap: 0.37557 Eh. The value obtained for the energy is -15503.9318 eV. The calculation puts the maximum force at 2.48 eV/A.